# 1
Here is a molecular structure, C31H83FN13O10P5S at a distorted geometry from OMol25. Energies are from the ωB97M-V functional and the def2-TZVPD basis.

## Properties
- Energy above the lowest of the compared OMol25 structures with the same formula, charge and spin: 0.000 eV
- Orbital gap: 7.7 eV
- LUMO energy: -0.14 eV
- Energy: -133332.0202 eV
- Net charge: 0

The geometry in XYZ format:
```
144
C31H83FN13O10P5S | OMol25 | the ωB97M-V functional and the def2-TZVPD basis
C -4.15 -1.29 2.43
C -3.84 -1.62 0.96
P -2.98 -3.25 0.87
C -1.24 -2.93 1.28
C -3.18 -3.72 -0.92
O -2.80 -2.62 -1.82
S -1.26 -2.85 -2.23
O -1.13 -3.11 -3.62
O -0.38 -1.84 -1.77
O -1.00 -4.29 -1.52
C -2.33 -4.83 -1.49
C -2.55 -6.24 -1.05
O -3.61 -6.56 -0.59
N -1.47 -7.18 -1.25
C -0.78 -7.47 -0.04
O 0.38 -7.35 0.10
F -1.54 -7.87 0.98
H -3.20 -1.11 2.94
H -4.80 -0.43 2.51
H -4.61 -2.15 2.92
H -4.76 -1.67 0.39
H -3.18 -0.86 0.55
H -1.23 -2.64 2.33
H -0.60 -3.80 1.18
H -0.84 -2.07 0.73
H -4.21 -4.08 -0.96
H -2.59 -4.83 -2.56
H -1.91 -8.03 -1.61
O -3.97 2.57 0.04
P -3.71 3.23 -1.28
N -2.43 2.27 -1.88
C -1.53 2.68 -2.94
C -2.73 0.85 -2.01
N -3.08 4.74 -0.71
C -1.65 4.88 -0.47
C -3.83 5.29 0.41
N -4.14 3.93 -2.84
C -4.38 5.37 -2.98
C -5.29 3.21 -3.42
H -1.98 2.55 -3.94
H -0.62 2.09 -2.90
H -1.23 3.72 -2.85
H -3.32 0.64 -2.92
H -3.30 0.49 -1.15
H -1.81 0.26 -2.05
H -1.23 4.04 0.10
H -1.45 5.80 0.08
H -1.10 4.98 -1.41
H -3.56 4.82 1.37
H -4.91 5.14 0.27
H -3.66 6.36 0.49
H -5.15 5.74 -2.30
H -4.71 5.57 -4.00
H -3.47 5.93 -2.83
H -6.22 3.42 -2.88
H -5.12 2.13 -3.40
H -5.43 3.49 -4.47
O 1.46 -4.07 0.58
P 2.87 -4.50 0.27
N 3.62 -4.31 1.79
C 5.05 -4.21 2.00
C 3.01 -5.10 2.87
N 3.31 -3.17 -0.76
C 3.90 -1.97 -0.19
C 2.25 -2.81 -1.70
N 4.11 -5.53 -0.42
C 4.63 -5.29 -1.77
C 3.69 -6.95 -0.34
H 5.54 -5.19 1.99
H 5.23 -3.75 2.97
H 5.53 -3.58 1.26
H 3.34 -6.15 2.83
H 1.93 -5.08 2.80
H 3.27 -4.69 3.84
H 3.37 -1.61 0.70
H 3.92 -1.17 -0.93
H 4.95 -2.14 0.08
H 1.48 -2.19 -1.24
H 1.76 -3.71 -2.09
H 2.66 -2.27 -2.56
H 3.85 -5.27 -2.53
H 5.32 -6.10 -2.02
H 5.19 -4.37 -1.81
H 2.87 -7.18 -1.02
H 3.35 -7.19 0.68
H 4.53 -7.61 -0.56
O 1.04 7.70 -3.25
P 1.54 7.52 -4.65
N 0.29 8.25 -5.55
C 0.06 8.02 -6.97
C 0.03 9.65 -5.23
N 1.39 5.79 -4.75
C 0.15 5.21 -5.22
C 1.85 5.10 -3.55
N 2.73 7.55 -5.94
C 3.55 6.38 -6.25
C 3.64 8.71 -5.77
H 0.74 8.62 -7.60
H -0.96 8.30 -7.22
H 0.18 6.98 -7.25
H 0.77 10.32 -5.71
H 0.08 9.81 -4.16
H -0.96 9.95 -5.56
H -0.74 5.65 -4.74
H 0.13 4.13 -5.03
H 0.05 5.30 -6.30
H 1.10 5.11 -2.75
H 2.75 5.56 -3.15
H 2.09 4.06 -3.78
H 4.11 6.01 -5.38
H 4.27 6.65 -7.02
H 2.95 5.58 -6.65
H 4.31 8.58 -4.92
H 3.06 9.63 -5.60
H 4.24 8.87 -6.66
O 2.08 -3.65 5.90
P 0.80 -3.22 6.57
N 0.69 -1.60 6.06
C -0.14 -0.60 6.71
C 0.64 -1.41 4.61
N 1.36 -3.27 8.22
C 1.95 -2.07 8.80
C 2.17 -4.44 8.52
N -0.87 -3.38 7.06
C -1.24 -4.00 8.34
C -1.66 -4.05 5.99
H -1.20 -0.66 6.42
H 0.22 0.40 6.43
H -0.09 -0.66 7.79
H -0.36 -1.61 4.21
H 1.35 -2.07 4.11
H 0.92 -0.39 4.35
H 2.70 -1.61 8.15
H 2.43 -2.32 9.75
H 1.19 -1.33 9.05
H 3.21 -4.33 8.18
H 1.76 -5.33 8.04
H 2.17 -4.62 9.60
H -0.83 -5.00 8.46
H -2.33 -4.06 8.39
H -0.92 -3.38 9.17
H -1.40 -5.11 5.90
H -1.46 -3.58 5.02
H -2.72 -3.96 6.18
```

# 2
Here is 9 unconnected molecules or ions with the total composition C31H83N3O12 at a distorted geometry from OMol25. Energies are from the ωB97M-V functional and the def2-TZVPD basis.

## Properties
- Orbital gap: 9.2 eV
- LUMO energy: 0.55 eV
- SMILES: COCCNCCOC.COCCNCCOC.COCCNCCOC.CC(C)O.CCO.CCO.CCO.CCO.CCO
- Energy: -62526.8781 eV
- Net charge: 0

The geometry in XYZ format:
```
129
C31H83N3O12 | OMol25 | the ωB97M-V functional and the def2-TZVPD basis
C -5.71 1.90 1.58
C -6.62 1.07 0.69
C -7.07 1.65 -0.66
O -5.93 -0.19 0.40
H -5.48 1.32 2.43
H -6.14 2.79 1.85
H -4.84 2.22 1.00
H -7.51 0.72 1.24
H -6.21 1.92 -1.32
H -7.58 2.60 -0.61
H -7.73 0.89 -1.15
H -5.08 0.01 -0.06
C -1.57 -4.43 0.12
O -1.42 -3.58 -1.03
C -2.41 -3.61 -2.01
C -2.14 -2.65 -3.16
N -2.30 -1.23 -2.84
C -3.74 -0.82 -2.94
C -3.76 0.65 -2.68
O -3.48 1.40 -3.88
C -3.71 2.76 -3.61
H -2.49 -4.22 0.70
H -0.68 -4.22 0.74
H -1.61 -5.52 -0.12
H -3.41 -3.47 -1.61
H -2.36 -4.66 -2.40
H -2.74 -2.94 -4.03
H -1.06 -2.80 -3.48
H -1.78 -0.71 -3.57
H -4.31 -1.26 -2.14
H -4.25 -1.08 -3.86
H -3.12 0.97 -1.89
H -4.78 0.94 -2.40
H -2.97 3.17 -2.92
H -4.70 2.89 -3.15
H -3.61 3.39 -4.54
C 2.05 -5.06 2.09
O 1.94 -4.52 0.80
C 2.14 -3.12 0.72
C 2.15 -2.70 -0.70
N 3.22 -3.03 -1.56
C 4.53 -2.65 -0.98
C 5.53 -2.57 -2.13
O 6.82 -2.54 -1.65
C 7.08 -1.31 -0.94
H 2.86 -4.51 2.62
H 2.43 -6.13 2.02
H 1.13 -5.02 2.78
H 3.15 -2.97 1.15
H 1.39 -2.60 1.33
H 2.10 -1.58 -0.73
H 1.23 -3.09 -1.18
H 3.25 -4.05 -1.70
H 4.94 -3.33 -0.22
H 4.29 -1.71 -0.45
H 5.20 -1.76 -2.84
H 5.39 -3.46 -2.73
H 8.16 -1.08 -0.90
H 6.66 -1.28 0.09
H 6.61 -0.45 -1.43
C 4.99 4.73 4.31
O 3.82 5.40 3.81
C 3.45 4.72 2.64
C 2.29 5.39 1.98
N 1.10 5.01 2.77
C -0.14 5.55 2.33
C -1.07 4.45 1.83
O -0.56 3.90 0.66
C -1.51 3.09 -0.01
H 5.29 5.21 5.28
H 5.80 4.84 3.61
H 4.84 3.69 4.49
H 3.26 3.65 2.84
H 4.30 4.71 1.90
H 2.15 4.98 0.98
H 2.50 6.47 1.85
H 1.28 5.08 3.73
H -0.11 6.32 1.48
H -0.71 6.01 3.17
H -2.05 4.88 1.59
H -1.11 3.72 2.65
H -2.32 3.79 -0.37
H -2.04 2.43 0.70
H -1.06 2.53 -0.81
C -4.55 -3.88 3.28
C -5.46 -2.71 2.84
O -5.98 -2.90 1.49
H -5.07 -4.83 3.18
H -4.24 -3.83 4.30
H -3.70 -3.90 2.60
H -4.93 -1.74 2.82
H -6.28 -2.57 3.60
H -6.08 -2.01 1.09
C 1.08 -1.18 -4.83
C 2.10 -2.30 -5.04
O 3.24 -2.26 -4.24
H 1.40 -0.25 -5.28
H 0.91 -0.93 -3.75
H 0.11 -1.49 -5.24
H 2.53 -2.31 -6.06
H 1.58 -3.30 -5.02
H 3.05 -2.42 -3.31
C 2.73 1.85 -1.85
C 1.88 1.68 -0.56
O 2.35 2.50 0.54
H 3.77 2.12 -1.68
H 2.40 2.73 -2.40
H 2.67 0.95 -2.46
H 1.80 0.66 -0.21
H 0.89 2.03 -0.78
H 1.57 2.89 1.01
C 6.27 0.11 3.12
C 5.12 0.35 2.20
O 4.71 1.71 2.27
H 7.12 0.73 2.96
H 6.58 -0.95 2.96
H 6.00 0.15 4.18
H 4.26 -0.25 2.53
H 5.39 0.03 1.17
H 4.05 1.87 1.58
C -2.29 -0.23 1.86
C -2.66 -0.20 0.38
O -1.61 -0.05 -0.49
H -1.45 -0.84 2.17
H -3.10 -0.62 2.43
H -2.15 0.81 2.07
H -3.37 0.61 0.25
H -3.27 -1.14 0.04
H -1.71 -0.59 -1.30
```

# 3
Here is 11 unconnected molecules or ions with the total composition C31H83O11 at a distorted geometry from OMol25. Energies are from the ωB97M-V functional and the def2-TZVPD basis.

## Properties
- Orbital gap: 7.0 eV
- LUMO energy: 2.18 eV
- Energy: -56016.4807 eV
- Net charge: -1

The geometry in XYZ format:
```
125
C31H83O11 | OMol25 | the ωB97M-V functional and the def2-TZVPD basis
C -1.23 0.09 -0.19
C -0.27 -0.12 -1.36
C 1.18 0.02 -0.88
O -0.56 -1.25 -2.05
H -1.15 -0.70 0.56
H -2.25 0.17 -0.54
H -0.98 0.99 0.39
H -0.39 0.80 -1.99
H 1.42 -0.73 -0.11
H 1.32 0.96 -0.32
H 1.96 -0.04 -1.64
C 4.45 -0.25 0.32
C 5.41 -0.53 -0.82
C 6.36 0.63 -1.12
O 6.22 -1.69 -0.48
H 3.82 -1.12 0.48
H 3.85 0.62 0.06
H 4.99 -0.03 1.25
H 4.81 -0.80 -1.69
H 6.90 0.93 -0.22
H 5.80 1.52 -1.42
H 7.03 0.35 -1.93
H 6.57 -1.50 0.39
C 1.96 3.93 -0.10
C 2.92 3.57 -1.21
C 2.34 3.87 -2.58
O 4.16 4.29 -1.06
H 1.06 3.31 -0.18
H 1.61 4.96 -0.21
H 2.35 3.71 0.90
H 3.19 2.52 -1.20
H 2.12 4.93 -2.74
H 1.47 3.24 -2.80
H 3.07 3.62 -3.36
H 3.99 5.23 -1.16
C -6.53 1.01 2.10
C -5.85 2.25 1.55
C -4.61 1.87 0.74
O -6.77 2.92 0.67
H -7.49 1.22 2.57
H -5.92 0.55 2.88
H -6.68 0.26 1.33
H -5.57 2.96 2.32
H -4.89 1.33 -0.17
H -3.86 1.36 1.35
H -4.10 2.75 0.34
H -6.95 2.35 -0.08
C 2.02 0.52 -4.62
C 0.53 0.74 -4.88
C 0.23 1.37 -6.23
O -0.18 -0.47 -4.79
H 2.58 1.44 -4.81
H 2.44 -0.25 -5.26
H 2.17 0.27 -3.57
H 0.15 1.43 -4.12
H 0.81 2.28 -6.45
H -0.80 1.74 -6.25
H 0.40 0.67 -7.05
H -0.01 -0.81 -3.89
C 0.04 -3.94 0.64
C -1.08 -4.33 -0.32
C -1.98 -5.41 0.26
O -1.89 -3.17 -0.56
H -0.39 -3.60 1.58
H 0.69 -3.19 0.19
H 0.65 -4.82 0.91
H -0.70 -4.68 -1.28
H -1.34 -6.26 0.50
H -2.69 -5.72 -0.50
H -2.51 -5.08 1.16
H -1.28 -2.52 -0.99
C 2.70 -3.17 -2.02
C 1.95 -3.43 -3.32
C 2.40 -4.74 -3.93
O 0.54 -3.49 -3.12
H 3.75 -3.05 -2.29
H 2.55 -3.99 -1.31
H 2.41 -2.24 -1.53
H 2.12 -2.63 -4.06
H 1.93 -4.99 -4.88
H 2.20 -5.57 -3.24
H 3.49 -4.75 -4.05
H 0.25 -2.60 -2.79
C -4.23 -1.79 3.13
C -2.88 -2.45 2.89
C -1.76 -1.52 3.28
O -2.72 -3.61 3.70
H -4.30 -0.96 2.43
H -4.31 -1.43 4.16
H -5.05 -2.48 2.91
H -2.75 -2.67 1.82
H -1.73 -1.31 4.36
H -1.78 -0.56 2.75
H -0.76 -1.94 3.14
H -3.43 -4.23 3.50
C 2.34 -1.74 3.13
C 2.93 -0.42 3.61
C 2.11 0.80 3.23
O 3.06 -0.48 5.04
H 1.38 -1.96 3.61
H 2.99 -2.57 3.40
H 2.16 -1.75 2.05
H 3.95 -0.32 3.22
H 2.61 1.66 3.68
H 1.09 0.79 3.62
H 2.08 0.94 2.14
H 2.18 -0.60 5.40
C -1.28 2.58 2.69
C -2.31 2.96 3.74
C -1.84 2.75 5.18
O -2.66 4.34 3.55
H -0.96 1.55 2.79
H -0.38 3.20 2.79
H -1.74 2.76 1.72
H -3.19 2.32 3.56
H -2.69 2.94 5.85
H -1.06 3.47 5.42
H -1.48 1.73 5.33
H -3.49 4.47 4.01
C -3.78 3.03 -2.76
O -2.68 2.16 -2.85
H -3.55 3.90 -2.13
H -4.01 3.40 -3.77
H -4.69 2.60 -2.35
H -1.86 2.61 -2.65
```

The highest energy belongs to which entry? C31H83O11